{"formula": "C3H4N2O", "method": "ωB97M-V/def2-TZVPD", "elements": ["C", "C", "N", "N", "C", "O", "H", "H", "H", "H"], "xyz": [[-0.055017, 1.114276, -0.000426], [-1.349162, -0.260038, -0.000368], [-0.698127, -1.405549, 0.001732], [1.721716, -1.078505, -0.001891], [0.524394, -0.941872, 0.003524], [-2.452306, 0.156297, -0.001184], [2.131666, -2.006835, 0.000772], [-0.424840, 1.604025, -0.900662], [1.028057, 1.212456, 0.000266], [-0.426381, 1.605746, 0.898237]], "forces_ev_per_angstrom": [[-1.07, -0.11, 0.00], [0.66, 1.70, 0.01], [0.00, -0.38, 0.02], [-0.34, 0.24, 0.02], [0.32, -1.10, -0.05], [0.36, -0.37, 0.00], [0.04, 0.17, 0.00], [-0.01, 0.09, 0.09], [0.03, -0.33, 0.00], [-0.01, 0.09, -0.09]], "multiplicity": 1, "de_lowest_kj_mol": 371.2, "max_force_ev_per_a": 1.8, "homo_energy_ev": -9.784}